Entry 1:
Computed, not measured: an isolated molecule of C6H4BrF2NO2 at a distorted geometry, with ωB97M-V/def2-TZVPD.

Summary:
E: -3209.84647 Eh
net charge: 0
HOMO: -9.29 eV
SMILES string: O=[N+]([O-])[C@]1(F)/C(=C/Br)C=C[C@@H]1F

Element x y z (Å)
N: 1.232 -1.521 -0.468
F: 2.527 0.805 -0.390
F: 0.961 -0.983 1.760
C: 0.734 -0.503 0.524
H: -2.328 -1.818 0.877
H: 1.559 1.349 1.256
C: 1.334 0.885 0.285
H: 0.533 2.554 -0.968
O: 2.083 -2.263 -0.072
H: -1.770 1.451 -0.918
C: -2.210 -0.853 0.415
C: -0.963 -0.254 0.226
C: 0.287 1.633 -0.476
C: -0.898 1.028 -0.453
Br: -3.814 -0.025 -0.037
O: 0.733 -1.486 -1.561


Entry 2:
Computed, not measured: the ion C6H4BrN4 with charge +1 at a distorted geometry, with ωB97M-V/def2-TZVPD.

Summary:
E: -3023.54481 Eh
net charge: +1
HOMO (alpha / beta): -12.73 / -12.73 eV

Element x y z (Å)
C: -0.165 1.986 0.730
Br: 0.721 -0.893 2.218
H: -0.453 2.883 1.445
C: 0.031 -2.164 -0.292
N: 3.308 1.585 -0.697
N: -0.964 -0.188 0.034
C: 2.190 1.682 -0.333
H: -2.147 1.336 0.343
N: -1.226 1.030 0.615
H: -0.936 -2.415 -2.188
C: -1.292 -0.609 -1.221
H: 0.685 -3.103 -0.094
C: 1.029 1.863 0.223
C: -0.065 -1.138 0.589
N: -0.715 -1.855 -1.372


Entry 3:
Computed, not measured: a structure of composition C6H4ClF2N3 at a distorted geometry, with ωB97M-V/def2-TZVPD.

Summary:
E: -1054.96503 Eh
multiplicity: 3
net charge: 0
HOMO (alpha / beta): -5.52 / -10.46 eV
<S²>: 2.016
ΔE to the lowest compared entry with this formula, charge and spin: 20.0 kcal per mole

Element x y z (Å)
C: -0.707 -2.539 -1.106
Cl: -2.531 1.476 -0.387
N: 1.063 -0.774 1.566
C: 0.646 -1.879 0.941
C: 0.918 1.603 1.095
C: -0.098 -1.664 -0.139
N: -1.075 -3.178 -2.005
H: 0.066 2.236 0.864
H: 1.373 1.913 2.057
N: 0.578 0.202 0.865
F: -1.373 0.634 -2.462
H: 1.688 1.751 0.243
F: -0.224 2.163 -1.446
C: -0.089 -0.244 -0.202
H: 0.835 -2.853 1.391
C: -1.071 1.150 -1.277


Entry 4:
Computed, not measured: an isolated molecule of C6H4ClN3O2 at a distorted geometry, with ωB97M-V/def2-TZVPD.

Summary:
E: -1005.81359 Eh
net charge: 0
HOMO: -8.78 eV
SMILES string: N#CN1CC=CC(Cl)=C1[N+](=O)[O-]
ΔE to the lowest compared entry with this formula, charge and spin: 0.0 kcal per mole

Element x y z (Å)
C: -1.668 -0.726 0.738
H: -0.456 -0.795 -2.228
H: -2.546 -0.960 1.315
Cl: -1.211 1.173 2.676
C: -0.807 0.336 1.222
H: -1.986 -2.167 -0.762
N: 1.211 1.719 0.966
O: 2.106 1.388 1.697
C: -1.362 -1.374 -0.382
N: 2.702 0.624 -1.885
C: 0.299 0.653 0.527
H: 0.474 -1.979 -1.293
N: 0.660 0.010 -0.641
O: 0.975 2.825 0.557
C: 1.758 0.351 -1.296
C: -0.149 -1.076 -1.210


Entry 5:
Computed, not measured: an isolated molecule of C6H4FN at a distorted geometry, with ωB97M-V/def2-TZVPD.

Summary:
E: -385.45661 Eh
net charge: 0
HOMO (alpha / beta): -8.14 / -8.14 eV
ΔE to the lowest compared entry with this formula, charge and spin: 98.4 kcal per mole

Element x y z (Å)
H: -1.794 1.819 -0.760
C: -0.462 -1.072 -0.078
C: 0.241 1.200 -0.041
H: 3.999 -0.260 0.177
C: -1.310 1.126 0.089
N: 3.097 -0.644 0.071
C: 1.954 -0.401 -0.120
H: -1.546 1.672 0.949
C: 0.640 -0.218 -0.121
C: -1.597 -0.345 -0.035
F: -2.882 -0.767 -0.046
H: -0.340 -2.109 -0.085


Entry 6:
Computed, not measured: a cluster of 2 separate species, C6H4N2O2S in total at a distorted geometry, with ωB97M-V/def2-TZVPD.

Summary:
E: -889.10043 Eh
net charge: 0
HOMO: -8.28 eV
SMILES string: O=C=Cc1cccs1.N#[N+][O-]
ΔE to the lowest compared entry with this formula, charge and spin: 43.3 kcal per mole

Element x y z (Å)
S: -0.004 -1.072 1.073
C: 1.817 0.953 1.473
C: 0.602 0.516 0.814
H: 2.116 0.392 2.386
C: -1.230 0.440 -0.634
C: -1.324 -0.803 -0.075
H: -1.881 0.715 -1.495
C: 2.499 1.977 1.080
C: -0.122 1.184 -0.072
N: 3.496 -1.739 0.990
H: -2.239 -1.389 -0.022
H: 0.240 2.033 -0.660
N: 3.451 -1.568 -0.093
O: 2.937 2.926 0.634
O: 3.447 -1.446 -1.239


Entry 7:
Computed, not measured: an isolated molecule of C6H4N2O3S at a distorted geometry, with ωB97M-V/def2-TZVPD.

Summary:
E: -964.20801 Eh
net charge: 0
HOMO (alpha / beta): -10.77 / -10.62 eV
ΔE to the lowest compared entry with this formula, charge and spin: 55.2 kcal per mole

Element x y z (Å)
H: -0.627 -0.671 -2.682
O: -1.854 -0.768 0.837
O: 1.934 1.693 -0.682
C: 0.577 0.965 1.154
C: 0.651 -1.223 -1.087
H: 0.612 1.960 1.546
H: 0.990 -2.255 -1.365
S: -1.344 0.597 0.557
H: -1.531 -1.428 -1.281
C: 1.363 0.790 -0.135
N: 0.640 -0.750 3.009
C: 0.601 0.004 2.151
N: 1.594 -0.600 -0.456
C: -0.615 -0.692 -1.616
O: -2.019 1.691 1.157
C: -0.973 0.683 -1.108


Entry 8:
Computed, not measured: an isolated molecule of C6H4N2OS at a distorted geometry, with ωB97M-V/def2-TZVPD.

Summary:
E: -813.78803 Eh
multiplicity: 3
net charge: 0
HOMO (alpha / beta): -7.19 / -10.38 eV
<S²>: 2.028

Element x y z (Å)
H: -2.219 -0.413 2.746
S: -2.512 -0.745 -0.704
H: 0.768 1.367 2.110
C: 0.386 0.840 1.281
C: 0.705 0.354 -1.170
C: 1.110 0.816 0.174
C: -1.670 -0.135 0.473
H: 2.138 1.202 0.364
C: -0.866 0.247 1.455
H: -0.073 0.791 -1.772
O: -1.252 -0.084 2.709
N: 1.264 -0.786 -1.502
N: 1.205 -2.008 -3.575
C: 1.017 -1.446 -2.589


Entry 9:
Computed, not measured: an isolated molecule of C6H4N6S3 at a distorted geometry, with ωB97M-V/def2-TZVPD.

Summary:
E: -1753.94891 Eh
net charge: 0
HOMO (alpha / beta): -7.89 / -7.88 eV
ΔE to the lowest compared entry with this formula, charge and spin: 75.9 kcal per mole

Element x y z (Å)
C: 1.333 0.440 0.133
N: 2.535 -0.111 0.457
S: 3.239 1.964 -0.701
N: -2.307 -0.327 0.546
S: -1.536 2.038 -0.204
C: 1.538 1.740 -0.388
N: 0.651 -1.546 -1.418
H: -0.021 -1.510 -2.266
N: 3.546 0.567 0.172
C: -1.219 0.287 0.262
S: 0.681 -2.897 -0.611
H: 0.671 2.443 -0.452
H: -3.980 2.199 -0.131
C: -3.110 1.565 -0.157
C: 0.099 -0.225 0.462
H: 0.654 -3.234 1.734
C: 0.571 -2.443 1.023
N: 0.018 -1.292 1.248
N: -3.364 0.342 0.292


Entry 10:
Computed, not measured: a structure of composition C6H4O at a distorted geometry, with ωB97M-V/def2-TZVPD.

Summary:
E: -306.05568 Eh
net charge: 0
HOMO: -8.92 eV
ΔE to the lowest compared entry with this formula, charge and spin: 97.8 kcal per mole

Element x y z (Å)
C: -0.980 -0.814 0.106
H: -0.347 3.495 -0.651
C: -1.857 -1.516 -0.314
H: 0.189 -0.020 1.681
C: 1.732 -0.750 -0.050
H: -2.639 -2.121 -0.660
O: 2.922 -0.548 -0.158
C: -0.107 1.401 0.131
C: -0.232 2.514 -0.300
C: 0.000 0.071 0.616
H: 1.320 -1.712 -0.401


Entry 11:
Computed, not measured: an isolated molecule of C6H4O at a distorted geometry, with ωB97M-V/def2-TZVPD.

Summary:
E: -305.98666 Eh
net charge: 0
HOMO (alpha / beta): -7.46 / -7.46 eV
ΔE to the lowest compared entry with this formula, charge and spin: 141.1 kcal per mole

Element x y z (Å)
C: 2.543 -0.087 -0.031
C: 1.292 -0.665 0.128
C: -1.235 -0.246 0.084
C: 3.707 0.287 -0.079
H: 4.736 0.582 -0.105
H: -3.119 -0.881 -0.799
C: 0.097 -0.055 -0.174
H: -3.000 0.951 -0.543
C: -2.589 -0.037 -0.363
H: -0.081 0.905 -0.697
O: -2.136 -0.344 1.025


Entry 12:
Computed, not measured: an isolated molecule of C6H4O at a distorted geometry, with ωB97M-V/def2-TZVPD.

Summary:
E: -306.01337 Eh
net charge: 0
HOMO: -9.74 eV
ΔE to the lowest compared entry with this formula, charge and spin: 124.3 kcal per mole

Element x y z (Å)
H: -2.376 1.080 0.737
C: -1.779 0.671 -0.069
H: -2.187 -0.321 -0.371
C: 0.128 -0.979 -0.741
C: 0.515 -0.044 0.146
H: 4.113 -0.301 1.058
H: -1.742 1.270 -0.987
C: -0.568 -1.681 -1.528
C: 3.069 -0.169 0.836
C: 1.894 -0.022 0.591
O: -0.403 0.810 0.570


Entry 13:
Computed, not measured: a cluster of 2 separate species, C6H4O2 in total at a distorted geometry, with ωB97M-V/def2-TZVPD.

Summary:
E: -381.15392 Eh
net charge: 0
HOMO: -9.32 eV
ΔE to the lowest compared entry with this formula, charge and spin: 204.0 kcal per mole

Element x y z (Å)
H: 3.481 -1.425 1.066
C: -4.063 0.375 0.552
C: -0.397 0.070 -0.646
C: -2.855 0.423 -0.188
H: -5.134 0.332 0.989
O: 1.947 1.879 -0.036
C: 1.019 -0.357 -0.442
C: -1.518 0.163 -0.482
H: 1.291 -0.638 -1.385
H: 0.747 -1.218 0.252
C: 2.136 0.607 -0.098
O: 3.346 -0.210 0.418


Entry 14:
Computed, not measured: an isolated molecule of C6H4O2 at a distorted geometry, with ωB97M-V/def2-TZVPD.

Summary:
E: -381.28307 Eh
net charge: 0
HOMO: -9.90 eV
SMILES string: C#CC(C#C)C(=O)O
ΔE to the lowest compared entry with this formula, charge and spin: 123.0 kcal per mole

Element x y z (Å)
C: -1.002 -0.906 -0.187
C: 0.306 -0.333 -0.632
H: 0.549 -0.529 -1.687
C: -2.014 -1.560 0.158
C: 1.601 -0.495 -0.019
H: -3.000 -1.910 0.854
C: -0.587 2.224 -0.016
O: 1.639 0.025 1.236
H: -0.482 3.317 0.137
C: -0.271 1.108 -0.591
O: 2.561 -0.731 -0.651
H: 0.700 -0.211 1.397


Entry 15:
Computed, not measured: an isolated molecule of C6H4O3S at a distorted geometry, with ωB97M-V/def2-TZVPD.

Summary:
E: -854.88493 Eh
net charge: 0
HOMO: -7.91 eV
SMILES string: O=C=C1C=CS[C@@H]1C(=O)O
ΔE to the lowest compared entry with this formula, charge and spin: 5.6 kcal per mole

Element x y z (Å)
H: 0.661 -1.874 0.508
H: 0.350 -2.217 -2.931
C: 0.190 1.447 0.867
C: -2.101 -1.280 0.480
O: -2.862 -2.130 0.262
C: -0.039 -1.154 -1.388
O: 0.692 -2.144 -2.026
C: -0.933 0.874 1.226
S: 1.328 0.427 0.042
H: 0.359 2.502 0.934
O: -0.770 -0.433 -2.065
C: -1.068 -0.489 0.764
C: 0.205 -1.026 0.055
H: -1.817 1.193 1.950


Entry 16:
Computed, not measured: a structure of composition C6H56AlF3N2O27PS at a distorted geometry, with ωB97M-V/def2-TZVPD.

Summary:
E: -3684.87432 Eh
net charge: -1
HOMO: -4.83 eV

Element x y z (Å)
F: -3.853 0.205 0.407
H: -5.840 1.643 3.312
O: -8.195 0.914 2.576
O: 8.083 -2.633 0.617
H: -0.890 6.096 0.577
H: 4.298 1.349 3.339
O: -4.898 -2.747 1.075
H: 6.079 -1.023 0.523
C: 1.367 1.228 -0.744
H: 3.374 -2.513 -0.341
S: -2.182 1.917 -0.817
H: -0.157 3.966 -4.516
H: 7.193 -0.681 -0.443
H: -7.244 -5.372 -1.004
H: -1.972 -1.792 0.004
H: -5.103 1.678 1.982
O: -1.506 3.923 2.948
H: -8.000 0.010 2.860
H: 3.399 0.139 3.576
P: -0.635 -1.448 0.331
C: 3.744 1.315 -0.785
O: -3.245 1.792 4.783
O: 8.465 -1.275 -2.188
H: -2.033 -1.164 3.273
O: 0.087 6.646 3.336
O: -7.673 -0.240 -0.247
H: -6.063 -2.239 2.643
H: -9.118 0.885 2.309
H: 5.278 -0.299 -5.258
H: -4.069 1.855 4.285
H: -0.125 3.069 -3.267
H: 0.918 -6.871 -0.359
O: -1.900 2.094 -2.227
H: 8.259 2.136 2.022
N: 1.251 1.471 -2.056
O: -8.185 -5.573 -1.009
H: -5.010 -3.256 -1.810
O: 0.442 3.511 -3.919
O: 4.440 -1.820 -7.006
H: 8.437 -1.493 -3.124
H: -0.743 0.938 2.488
H: -7.189 -2.689 3.582
O: -2.671 3.156 -0.216
H: 7.337 1.989 0.820
H: -1.595 -5.319 -0.439
H: 6.987 3.549 -1.842
O: -1.716 -4.397 -0.696
H: -8.292 -6.211 -1.721
Al: -0.306 0.935 0.305
H: 6.426 0.482 -4.620
C: -3.696 0.801 -0.770
O: -2.164 -0.238 3.036
H: 2.248 -2.818 0.662
H: -3.106 -0.160 2.847
H: -0.568 4.032 3.113
H: 2.604 0.959 0.984
H: -4.401 -1.948 0.860
H: -5.684 -2.702 0.517
O: 2.726 -2.095 0.235
H: 3.506 -1.731 -7.216
C: 3.610 1.535 -2.132
H: 9.017 -2.496 0.797
H: -1.811 5.093 -0.116
N: -0.153 -1.966 1.787
H: 8.175 2.919 -1.131
F: -4.812 1.496 -1.011
H: -6.297 -3.988 -2.143
H: 0.171 -2.098 -0.622
O: 6.517 -0.276 0.106
H: 2.295 1.811 -3.792
O: 5.477 0.336 -4.562
O: 7.746 2.653 1.395
H: 8.043 -2.733 -0.342
H: 9.327 -0.868 -2.058
H: 4.707 1.237 -0.311
O: -0.020 -7.015 -0.511
O: -0.184 1.514 1.949
H: -7.497 -0.715 0.572
H: -0.095 -7.116 -1.465
O: -5.506 -4.055 -1.594
H: -2.656 -4.324 -0.892
H: 4.543 -2.742 -6.754
O: 7.353 2.698 -1.582
O: -6.811 -1.909 3.167
H: -0.574 6.163 3.846
H: 0.151 -1.156 2.312
H: -1.558 3.865 1.983
H: -6.915 0.344 -0.337
O: -0.982 5.160 0.372
C: 2.575 1.153 -0.074
H: 0.385 6.002 2.686
H: 4.492 1.646 -2.739
O: 3.644 0.789 2.910
F: -3.613 -0.124 -1.721
H: -2.704 2.525 4.457
O: -5.348 1.084 2.702
C: 2.385 1.625 -2.737


Entry 17:
Computed, not measured: an isolated molecule of C6H5BrCl2O at a distorted geometry, with ωB97M-V/def2-TZVPD.

Summary:
E: -3801.16820 Eh
net charge: 0
HOMO: -8.28 eV
SMILES string: O/C=C(Cl)/C=C\C=C(\Cl)Br
ΔE to the lowest compared entry with this formula, charge and spin: 0.0 kcal per mole

Element x y z (Å)
O: -1.229 -1.581 1.929
H: 0.204 -1.369 0.820
C: -0.975 0.644 -1.153
C: 1.534 0.061 -0.767
C: -1.410 -0.104 0.057
H: -1.528 1.175 -1.848
H: -2.111 -1.143 1.959
C: 0.357 0.557 -1.462
C: -0.738 -0.953 0.908
Cl: -3.123 0.093 0.389
Cl: 3.280 -0.293 1.275
C: 2.000 0.497 0.408
H: 0.534 1.189 -2.411
H: 1.916 -0.909 -1.187
Br: 1.289 2.134 1.085


Entry 18:
Computed, not measured: a cluster of 2 separate species, C6H5Cl3O in total at a distorted geometry, with ωB97M-V/def2-TZVPD.

Summary:
E: -1687.43926 Eh
net charge: 0
HOMO: -9.83 eV
SMILES string: Clc1cc(Cl)cc(Cl)c1.O
ΔE to the lowest compared entry with this formula, charge and spin: 3.8 kcal per mole

Element x y z (Å)
C: 0.150 0.213 0.021
C: -0.166 -0.869 -0.823
H: 2.956 2.356 -1.058
C: -1.522 -0.566 1.607
O: 3.704 2.969 -1.241
H: -0.331 1.165 1.904
C: -0.566 0.371 1.183
Cl: -1.551 -3.085 -1.597
H: 3.510 3.337 -2.133
C: -1.880 -1.536 0.708
H: -2.565 -2.354 0.970
Cl: -2.229 -0.535 3.151
C: -1.151 -1.741 -0.496
Cl: 1.370 1.345 -0.388
H: 0.272 -1.069 -1.809


Entry 19:
Computed, not measured: a structure of composition C6H5ClNO2Ti at a distorted geometry, with ωB97M-V/def2-TZVPD.

Summary:
E: -1745.98223 Eh
multiplicity: 5
net charge: +1
HOMO (alpha / beta): -10.13 / -12.87 eV
<S²>: 6.020

Element x y z (Å)
N: -0.710 0.679 2.593
H: 1.881 -0.247 2.249
H: 3.012 -0.920 -0.018
C: -0.021 0.256 1.329
Ti: -3.000 2.274 -3.916
Cl: -1.905 -0.050 -4.313
C: -0.777 0.094 0.135
H: -1.854 0.154 0.095
O: -1.692 1.441 2.487
H: 1.701 -1.129 -1.902
C: 1.966 -0.705 0.144
C: 1.202 -0.773 -1.012
O: -0.346 0.182 3.690
C: 1.335 -0.238 1.317
H: -0.657 -0.574 -1.908
C: -0.137 -0.445 -0.970


Entry 20:
Computed, not measured: a structure of composition C6H5ClNa, with ωB97M-V/def2-TZVPD.

Summary:
E: -853.89994 Eh
net charge: +1
HOMO: -11.50 eV
ΔE to the lowest compared entry with this formula, charge and spin: 13.4 kcal per mole

Element x y z (Å)
H: -0.951 1.706 1.589
H: 2.397 0.265 -0.722
C: 1.313 0.289 -0.547
Na: 0.383 -4.351 3.269
H: -2.518 0.416 0.127
C: -0.940 -0.386 -1.121
Cl: 1.885 1.943 1.519
C: -1.438 0.378 -0.066
H: 0.834 -1.026 -2.186
C: 0.798 1.047 0.504
C: 0.434 -0.427 -1.357
C: -0.571 1.101 0.755
H: -1.627 -0.952 -1.764